Record 1
Here is a cluster of 12 separate species, H24O12 in total from the Open Molecules 2025 dataset. Energies are from ωB97M-V/def2-TZVPD.

Values from the calculation:
- ΔE to the lowest compared entry with this formula, charge and spin: 23.79 kcal per mole
- Molecular weight: 216.18 g mol⁻¹
- SMILES string: O.O.O.O.O.O.O.O.O.O.O.O
- Energy: -24960.6628 eV
- LUMO energy: -0.2 eV

```
! RIJCOSX wB97M-V def2-TZVPD def2/J DEFGRID3
* xyz 0 1
O 0.98900 -3.57960 1.35267
H 1.41767 -3.87842 2.16012
H 0.71695 -2.68071 1.61174
O -2.75840 0.79990 -3.36063
H -2.24107 0.73961 -2.53989
H -3.25139 1.62259 -3.20747
O 3.20902 -0.91356 0.21998
H 3.53098 -1.82283 0.30784
H 2.90667 -0.85514 -0.71624
O 1.95635 1.86420 0.94861
H 2.58477 2.41582 1.43716
H 2.45106 1.05317 0.73502
O -2.04943 2.52792 -0.64746
H -2.60792 1.94140 -0.11842
H -1.70586 3.16424 0.01115
O 1.66842 -0.87757 -2.10875
H 1.72105 -0.66552 -3.04996
H 1.22431 -1.73267 -2.01241
O -2.67750 -0.71178 -0.92843
H -3.03235 -1.13450 -1.73594
H -3.43855 -0.59715 -0.33328
O 1.40382 -0.87825 2.55124
H 2.25627 -0.84687 2.08153
H 0.78718 -0.52607 1.87475
O -0.46830 2.08435 2.30749
H 0.28624 2.26526 2.88147
H -0.06653 1.51534 1.62922
O 0.62844 3.26482 -1.23591
H -0.24101 2.87550 -1.42243
H 0.97789 2.79554 -0.45336
O -1.88163 -2.73078 0.96383
H -2.03400 -2.28950 0.11255
H -1.68990 -3.66243 0.77703
O -0.08958 -0.13149 0.34389
H -0.97445 -0.33701 -0.00615
H 0.49178 -0.07783 -0.43054
*
```

Record 2
Here is a cluster of 2 separate species, C5H13NO in total from the Open Molecules 2025 dataset. Energies are from ωB97M-V/def2-TZVPD.

Values from the calculation:
- ΔE to the lowest compared entry with this formula, charge and spin: 32.06 kcal per mole
- Molecular weight: 103.16 g mol⁻¹
- SMILES string: CC/C(C)=C/N.O
- Energy: -8932.6205 eV
- LUMO energy: 0.9 eV

```
! RIJCOSX wB97M-V def2-TZVPD def2/J DEFGRID3
* xyz 0 1
C -0.11215 2.31032 0.75286
C -0.88988 1.45024 -0.26105
C -0.51592 -0.02021 -0.32255
C -0.82075 -0.85416 0.65950
N -0.61039 -2.27923 0.53551
C 0.27324 -0.39725 -1.53365
H -0.79656 2.82434 1.42987
H 0.60595 1.72592 1.32332
H 0.42413 3.12378 0.26702
H -1.95882 1.57883 -0.06469
H -0.83957 1.85917 -1.27716
H -1.37449 -0.49603 1.52368
H -0.17539 -2.58157 1.40488
H -1.53748 -2.70782 0.58166
H -0.25895 -0.11904 -2.44708
H 0.40954 -1.47580 -1.63184
H 1.23639 0.11223 -1.55662
H 2.23350 -0.63278 0.51257
H 2.30118 -1.83857 -0.40756
O 2.40642 -1.58236 0.51132
*
```

Record 3
Here is a structure of composition C46H50AsN8O9Ti at a distorted geometry from the Open Molecules 2025 dataset. Energies are from ωB97M-V/def2-TZVPD.

Values from the calculation:
- ΔE to the lowest compared entry with this formula, charge and spin: 0.00 kcal per mole
- Molecular weight: 981.74 g mol⁻¹
- Energy: -162823.6896 eV
- LUMO energy: 1.6 eV

```
! RIJCOSX wB97M-V def2-TZVPD def2/J DEFGRID3
* xyz -1 1
Ti 0.32387 -0.04830 0.30543
O -2.00321 -3.03224 -2.08952
C -2.78205 -3.47001 -1.07557
C -3.72077 -4.45358 -1.38907
C -4.54444 -4.97290 -0.41085
C -4.45192 -4.52232 0.90305
C -3.51958 -3.55396 1.21778
C -2.67428 -3.01541 0.24670
C -1.65938 -2.01156 0.63516
O -1.13129 -1.26689 -0.30626
N -1.26809 -1.97629 1.87123
N -0.19525 -1.09550 1.98901
C 0.27497 -0.88114 3.15737
C 1.44095 -0.06838 3.43043
C 1.81965 0.09375 4.76733
C 2.94981 0.80185 5.11483
C 3.74208 1.34042 4.10086
C 3.39976 1.18857 2.77357
C 2.23123 0.51068 2.41108
O 1.89777 0.42610 1.13733
H -1.41517 -2.32398 -1.75923
H -3.77838 -4.79364 -2.41488
H -5.26575 -5.73724 -0.67326
H -5.10325 -4.92176 1.66871
H -3.42278 -3.18318 2.22906
H -0.23072 -1.35677 3.99592
H 1.20103 -0.35608 5.53603
H 3.22066 0.93025 6.15404
H 4.63988 1.89099 4.35444
H 4.01199 1.60349 1.98464
N -2.29581 1.20412 -1.87781
C -1.38152 1.74281 -2.85471
C -1.57803 1.18118 -4.28733
C -1.43230 -0.34567 -4.30540
C -0.82775 -0.99829 -5.56361
N 0.35029 -0.33303 -6.15895
C 1.44770 -0.01322 -5.46590
N 1.84077 -0.74116 -4.43723
N 2.24155 0.99694 -5.89480
C 0.09917 1.54520 -2.46559
O 0.93753 2.00266 -3.23496
O 0.42308 0.90551 -1.39808
H -2.02263 0.29727 -1.52661
H -3.24375 1.15056 -2.22570
H -1.50054 2.83071 -2.89070
H -0.81746 1.65570 -4.90808
H -2.55293 1.49794 -4.66980
H -2.40021 -0.82440 -4.14679
H -0.82687 -0.64054 -3.45388
H -1.55806 -1.03804 -6.37097
H -0.53909 -2.02472 -5.33159
H 0.11844 0.33514 -6.87491
H 1.17839 -1.30447 -3.89435
H 2.52463 -0.30052 -3.83591
H 1.83329 1.60494 -6.58607
H 2.63600 1.52326 -5.12233
C 5.12364 -3.22860 -0.16840
C 4.28596 -4.15428 0.70665
C 2.79110 -4.13376 0.34991
C 2.02188 -5.10894 1.26590
C 0.51682 -5.13041 1.02088
C 2.62882 -4.61897 -1.06518
O 3.05859 -5.68108 -1.46826
N 1.93436 -3.77882 -1.88503
C 1.40883 -2.52360 -1.56322
O 0.79433 -1.96985 -2.48375
N 1.57798 -1.98248 -0.34675
C 2.24833 -2.71778 0.61349
O 2.42971 -2.28361 1.73397
H 6.16281 -3.21873 0.16169
H 4.75284 -2.20202 -0.12073
H 5.10999 -3.55018 -1.21259
H 4.36701 -3.85355 1.75118
H 4.63507 -5.18399 0.61127
H 2.22646 -4.80176 2.29271
H 2.44853 -6.10221 1.11155
H 0.06396 -4.16059 1.23646
H 0.03451 -5.86202 1.67013
H 0.27602 -5.40053 -0.01066
H 1.74005 -4.09797 -2.82258
O -0.66284 1.24166 1.02597
As -1.25549 2.89952 0.54193
C 0.86356 3.82630 -0.04594
C 0.56807 5.01769 -0.69849
C 1.50003 6.03670 -0.88396
C 2.78992 5.88405 -0.39535
C 3.12913 4.70114 0.25611
C 2.17963 3.69684 0.41540
C -0.92401 3.80289 2.25618
C -1.29071 5.13561 2.41175
C -1.09174 5.78964 3.61941
C -0.51604 5.11954 4.69093
C -0.14179 3.79122 4.54205
C -0.35010 3.13954 3.33361
C -3.16962 2.32930 1.26307
C -4.20225 3.21730 0.98766
C -5.50515 2.98326 1.41457
C -5.80269 1.82820 2.12541
C -4.78914 0.91552 2.39747
C -3.49082 1.17000 1.97034
H -0.45099 5.16647 -1.07366
H 1.22314 6.95221 -1.39985
H 3.51922 6.67856 -0.51111
H 4.13548 4.57463 0.64742
H 2.47722 2.78336 0.91650
H -1.72598 5.67431 1.57658
H -1.38139 6.82914 3.72281
H -0.35780 5.63178 5.63264
H 0.31745 3.25782 5.36698
H -0.05951 2.10340 3.22421
H -3.98188 4.11971 0.41589
H -6.29138 3.69776 1.19236
H -6.81523 1.64078 2.46425
H -5.01591 0.00770 2.94759
H -2.70926 0.44734 2.18735
*
```

Record 4
Here is a cluster of 2 separate species, C5H13NS in total at a distorted geometry from the Open Molecules 2025 dataset. Energies are from ωB97M-V/def2-TZVPD.

Values from the calculation:
- ΔE to the lowest compared entry with this formula, charge and spin: 183.90 kcal per mole
- Molecular weight: 119.23 g mol⁻¹
- Energy: -17713.2763 eV
- LUMO energy: -4.0 eV

```
! RIJCOSX wB97M-V def2-TZVPD def2/J DEFGRID3
* xyz 0 1
C 1.31038 -0.35806 -1.05847
C 2.61179 0.43449 -1.24791
S -4.71252 -0.41117 -0.24626
C 0.92025 -0.82959 0.29709
N -0.32529 -0.17096 1.09575
C -1.49487 -0.29037 0.25951
C 0.03353 1.25615 1.33491
H 1.26080 -1.10525 -1.88796
H 2.50134 1.60203 -1.13481
H 2.96262 0.24924 -2.24376
H 3.32173 0.11626 -0.46955
H -5.59311 -1.53348 -0.32324
H 0.46578 -1.77086 0.29790
H 1.73736 -0.82821 1.07872
H -1.16573 0.03671 -0.68149
H -2.41505 0.27400 0.65983
H -1.96459 -1.28116 0.24601
H -0.08959 1.42734 2.46140
H -0.51842 1.86568 0.57519
H 1.15360 1.31722 0.98713
*
```

Number 1: E_HOMO -10.481 eV, HOMO-LUMO gap 10.3 eV. Number 2: E_HOMO -9.081 eV, HOMO-LUMO gap 10.0 eV. Number 3: E_HOMO -2.965 eV, HOMO-LUMO gap 4.6 eV. Number 4: E_HOMO -6.640 eV, HOMO-LUMO gap 2.6 eV.